w.
# C3H7ClS

C3H7ClS as an isolated structure (ωB97M-V/def2-TZVPD, the Open Molecules 2025 dataset).

Its multiplicity is 1. For the HOMO energy, the calculation gives -0.3352 Eh. As for the LUMO energy: 0.32 eV.

Each line ends with the Mulliken charge.
Geometry (Å):
C 1.027 0.452 0.630  -0.59
C 0.294 -0.625 -0.151  -0.37
C -0.894 -0.095 -0.990  -0.42
H -0.734 1.077 2.146  0.11
H 1.518 -0.218 1.502  0.29
H 1.694 0.910 -0.009  0.34
H -0.289 -0.978 0.721  0.22
H 1.182 -1.369 -0.637  0.37
H -0.907 1.152 -1.803  0.30
H -2.172 -0.288 -0.374  0.28
S 0.202 1.728 1.155  -0.27
Cl -0.920 -1.747 -2.191  -0.27

---

x.
# C3H7ClS

A 2-piece molecular cluster, C3H7ClS overall (ωB97M-V/def2-TZVPD, the Open Molecules 2025 dataset).

Its multiplicity is 1. For the HOMO energy, the calculation gives -0.3213 Eh. As for the LUMO energy: 0.75 eV.

Each line ends with the Mulliken charge.
Geometry (Å):
C -0.269 0.396 1.693  -0.96
C -0.341 0.643 0.396  0.69
C -1.101 -0.392 -0.535  -1.33
S 0.518 1.883 -0.547  -0.14
H 0.195 0.973 2.381  0.32
H -0.666 -0.527 1.955  0.29
H -0.591 -1.387 -0.457  0.27
H -1.156 -0.116 -1.564  0.43
H -2.014 -0.568 0.018  0.36
H 0.913 2.326 0.536  0.08
Cl 2.760 -1.549 -2.321  -0.23
H 1.752 -1.683 -1.555  0.22

---

Quick look at relative energies in hartree: w 0.1505; x 0.0000.

---

w.
# C3H7N2S

An isolated ion of composition C3H7N2S and charge +1 (ωB97M-V/def2-TZVPD, the Open Molecules 2025 dataset).

Its multiplicity is 1. For the HOMO energy, the calculation gives -0.4917 Eh. As for the net charge: +1. As for the LUMO energy: -4.80 eV.

Each line ends with the Mulliken charge.
Geometry (Å):
C 1.543 1.115 0.149  -0.13
N 0.521 0.347 0.146  -0.08
C 0.344 -0.888 -0.477  -0.51
C -1.153 -1.042 -0.350  -0.13
N -1.721 0.087 -0.150  -0.33
S -3.336 0.175 0.184  -0.01
H 1.403 1.952 0.945  0.26
H 2.550 1.065 -0.385  0.29
H -0.528 0.815 0.307  0.40
H 1.047 -1.631 -0.107  0.36
H 0.730 -0.784 -1.494  0.30
H -1.794 -1.985 -0.288  0.40
H -3.252 1.364 0.712  0.16

---

x.
# C3H7N2S

An isolated ion of composition C3H7N2S and charge +1 (ωB97M-V/def2-TZVPD, the Open Molecules 2025 dataset).

Its multiplicity is 1. For the HOMO energy, the calculation gives -0.4945 Eh. As for the net charge: +1. As for the LUMO energy: -3.96 eV.

Each line ends with the Mulliken charge.
Geometry (Å):
N 0.842 -0.953 -1.508  -0.46
C 0.434 -0.046 -0.577  0.57
C -0.633 -0.480 0.353  -0.62
C -1.091 0.560 1.296  -0.64
S 0.204 2.033 1.032  0.03
N 0.884 1.131 -0.356  -0.21
H 0.555 -1.905 -1.332  0.27
H 1.843 -0.912 -1.845  0.28
H -1.542 -0.770 -0.237  0.34
H -0.283 -1.516 0.734  0.37
H -1.964 1.194 0.998  0.42
H -0.987 0.124 2.295  0.34
H 1.738 1.539 -0.852  0.31

---

Quick look at relative energies in hartree: w 0.0825; x 0.0000.

---

w.
# C2H5IN3

C2H5IN3 as an isolated structure (ωB97M-V/def2-TZVPD, the Open Molecules 2025 dataset).

Its multiplicity is 1. For the HOMO energy, the calculation gives -0.5032 Eh. As for the net charge: +1. As for the LUMO energy: -6.14 eV.

Each line ends with the Mulliken charge.
Geometry (Å):
C 1.043 -1.034 0.131  0.14
C -1.748 1.213 0.213  -0.54
N 0.017 -0.251 0.355  -0.05
N -0.813 0.400 -0.456  -0.22
N 2.176 -0.626 -0.405  -0.22
I -3.463 -0.177 0.075  0.25
H 1.083 -2.029 0.514  0.36
H -1.725 1.989 -0.519  0.36
H -1.709 1.513 1.214  0.43
H 2.947 -1.208 -0.239  0.25
H 2.193 0.209 -0.882  0.24

---

x.
# C2H5IN3

A 2-piece molecular cluster, C2H5IN3 overall (ωB97M-V/def2-TZVPD, the Open Molecules 2025 dataset).

Its multiplicity is 1. For the HOMO energy (alpha / beta), the calculation gives -0.5115 / -0.5008 Eh. As for the net charge: +1. As for the LUMO energy (alpha / beta): -6.31 / -5.54 eV.

Each line ends with the Mulliken charge.
Geometry (Å):
C -0.383 -0.157 0.960  0.19
C 1.813 -0.160 -1.963  -0.30
N 0.043 -0.855 0.021  -0.41
N 2.011 0.317 -0.685  -0.22
N -1.653 -0.087 1.463  -0.35
I 2.881 -1.565 -0.698  0.62
H 0.488 0.436 1.448  0.26
H 2.376 0.229 -2.788  0.38
H 0.799 -0.605 -1.935  0.38
H -1.791 0.557 2.221  0.23
H -2.340 -0.570 1.031  0.21

---

Quick look at relative energies in hartree: w 0.0000; x 0.1160.

---

w.
# C19H21N5O3S

C19H21N5O3S as an isolated structure (ωB97M-V/def2-TZVPD, the Open Molecules 2025 dataset).

Its multiplicity is 1. For the HOMO energy, the calculation gives -0.2752 Eh. As for the LUMO energy: 0.33 eV.

Each line ends with the Mulliken charge.
Geometry (Å):
C -2.856 -3.724 0.691  -1.37
C -3.900 -2.740 0.594  -0.15
H -4.651 -2.903 -0.178  0.31
H -4.491 -2.712 1.548  0.34
O -3.495 -1.624 0.132  -0.21
C -4.390 -0.475 0.497  0.28
O -5.588 -0.619 0.928  -0.65
C -3.648 0.877 0.060  0.95
C -4.217 2.155 0.015  -0.39
N -3.104 2.935 -0.167  0.27
C -2.012 2.505 -0.237  -0.35
C -2.323 1.076 -0.150  0.40
C -1.231 -0.323 -0.137  0.99
O -0.661 -0.446 0.992  -0.63
C -1.058 -0.761 -1.532  -1.11
H -0.904 0.005 -2.007  0.82
H -1.905 -1.457 -1.645  0.33
S 0.290 -1.977 -1.304  -0.24
C 1.664 -0.670 -1.038  0.10
N 1.419 0.572 -0.933  0.18
N 2.568 1.044 -0.753  -0.97
C 3.310 0.170 -0.186  0.33
N 2.791 -1.018 -0.474  0.25
C 3.220 -2.424 -0.213  -1.23
H 4.353 -2.329 -0.824  0.44
H 2.851 -3.090 -1.114  0.40
H 3.094 -3.035 0.618  0.30
C 4.820 0.448 0.098  0.52
C 5.338 -0.590 1.156  -0.79
C 6.746 -0.285 1.502  -0.61
N 7.393 0.913 0.937  -0.60
C 6.739 1.588 0.012  -0.47
C 5.513 1.448 -0.301  -0.24
H 4.987 1.960 -1.033  0.53
H 7.317 2.401 -0.185  0.52
H 7.283 -0.671 2.173  0.61
H 4.941 -1.398 1.302  0.64
C -0.676 3.028 -0.265  -1.40
H -0.778 3.666 -1.411  0.21
H 0.011 2.415 -0.579  0.46
H -0.327 3.582 0.461  0.36
H -3.377 4.052 -0.020  0.38
C -5.664 2.543 0.297  -1.74
H -5.973 2.917 -0.621  0.38
H -6.296 1.789 0.423  0.43
H -5.490 3.244 1.066  0.39
H -2.056 -3.501 1.342  0.30
H -2.332 -3.951 -0.345  0.15
H -3.242 -4.609 0.809  0.60

---

x.
# C19H21N5O3S

One molecule with the formula C19H21N5O3S (ωB97M-V/def2-TZVPD, the Open Molecules 2025 dataset).

Its multiplicity is 1. For the HOMO energy, the calculation gives -0.2874 Eh. As for the LUMO energy: 0.53 eV.

Each line ends with the Mulliken charge.
Geometry (Å):
O -1.717 -0.353 1.393  -0.66
C -0.854 -1.161 1.091  0.76
C -1.175 -2.608 0.748  -0.70
C -2.671 -2.843 0.541  -0.99
C -3.175 -2.323 -0.807  -1.17
N -3.296 -0.872 -0.817  0.12
C -2.215 -0.147 -1.259  0.01
O -1.218 -0.657 -1.732  -0.61
N -2.329 1.219 -1.185  0.10
C -3.383 1.840 -0.576  0.50
C -3.559 3.222 -0.348  -1.08
C -4.740 3.474 0.279  -0.30
S -5.659 2.062 0.605  -0.16
C -4.439 1.080 -0.121  0.33
C -4.453 -0.357 -0.218  0.66
O -5.347 -1.087 0.149  -0.69
N 0.454 -0.813 1.086  0.06
C 0.815 0.590 1.184  -0.90
C 1.337 1.074 -0.176  -1.16
N 2.451 0.254 -0.605  0.06
C 3.723 0.652 -0.294  0.86
C 4.856 -0.149 -0.526  -0.51
C 6.102 0.369 -0.250  -0.56
C 6.218 1.662 0.248  -0.48
C 5.049 2.373 0.440  -0.44
N 3.845 1.894 0.187  -0.30
C 2.053 -1.129 -0.715  -0.76
C 1.567 -1.628 0.658  -0.86
H -0.816 -3.236 1.568  0.58
H -0.647 -2.885 -0.166  0.37
H -3.234 -2.356 1.338  0.42
H -2.870 -3.915 0.584  0.40
H -4.173 -2.722 -0.999  0.49
H -2.495 -2.605 -1.614  0.51
H -1.529 1.759 -1.485  0.35
H -2.847 3.977 -0.630  0.39
H -5.126 4.429 0.575  0.49
H 1.596 0.710 1.940  0.40
H -0.074 1.146 1.485  0.53
H 1.672 2.108 -0.111  0.40
H 0.548 0.965 -0.925  0.61
H 4.770 -1.147 -0.922  0.28
H 6.985 -0.231 -0.422  0.40
H 7.179 2.094 0.476  0.38
H 5.063 3.386 0.824  0.38
H 2.868 -1.749 -1.082  0.35
H 1.219 -1.182 -1.423  0.29
H 2.377 -1.505 1.388  0.33
H 1.297 -2.680 0.618  0.51

---

Quick look at relative energies in hartree: w 0.6659; x 0.0000.